DFT (ωB97M-V with the def2-TZVPD basis set) results for the ion C5H7Cl2N2 with charge +1 in a non-equilibrium geometry.

Geometry as XYZ:
```
16
Properties=species:S:1:pos:R:3:forces:R:3:mulliken_charge:R:1
C -1.0302 0.6605 -2.0342 0.26 0.55 -1.41 0.1084
C -2.5723 -0.0292 -0.3757 2.48 1.79 -0.68 0.2401
C -0.8562 1.1868 0.8671 -4.15 -0.45 -0.06 -0.3487
C 0.1434 0.4414 0.1667 2.48 -0.98 -1.12 0.0613
C 0.3575 -1.0545 0.5350 -1.83 0.02 -3.53 -1.2466
N -2.0181 0.0170 -1.5215 -4.44 -1.41 1.97 -0.2170
N 0.0713 0.6115 -1.3528 2.99 1.64 -0.67 -0.0670
Cl -3.7763 -0.9623 0.3148 0.58 -0.04 -0.60 -0.0107
Cl -1.1549 2.8731 0.6270 0.53 -1.12 0.06 -0.0467
H -1.1496 1.1488 -3.0744 0.45 -0.76 1.89 0.3679
H -1.4021 0.7045 1.6924 0.68 0.61 -0.06 0.4471
H 1.1183 0.8280 0.5602 -0.39 0.44 -1.16 0.3513
H 1.1721 -1.4584 -0.1320 -0.74 0.36 1.14 0.3480
H -0.5739 -1.6616 0.3768 0.88 0.47 0.08 0.2758
H 0.5474 -0.9995 1.5351 1.02 -0.61 2.73 0.4680
H 0.8822 1.0047 -1.8965 -0.78 -0.52 1.40 0.2689
```
Positions in Å, forces in eV/Å.

Results
energy relative to the best compared isomer or geometry (same formula, charge and spin): 73.1 kcal/mol
lowest unoccupied orbital energy (spin up / spin down): -5.31 / -5.07 eV
charge: +1
gap between HOMO and LUMO (spin up / spin down): 7.4201 / 7.8144 eV
HOMO level (spin up / spin down): -12.73 / -12.88 eV

DFT (ωB97M-V with the def2-TZVPD basis set) results for a structure of composition C2H4N2S2 in a non-equilibrium geometry.

Geometry as XYZ:
```
10
Properties=species:S:1:pos:R:3:forces:R:3:mulliken_charge:R:1
C 0.9611 0.3898 1.2143 -0.25 -1.25 -1.71 0.1819
C -0.0839 1.0299 0.3781 -1.57 -1.35 -0.82 -0.7726
N 1.2583 -0.8611 1.2239 0.56 2.03 0.91 -0.4013
N -0.8458 -0.8231 -2.1652 3.11 0.54 0.65 -0.5426
S 0.5664 -1.9522 0.2490 -0.18 -0.89 -0.56 0.0550
S -1.0115 -0.9227 -0.6432 -0.53 2.05 1.50 0.1864
H 1.4969 1.0536 1.8289 0.94 0.51 1.06 0.3894
H -0.7881 1.5599 1.1223 0.63 -0.71 -1.80 0.2788
H 0.1459 1.5258 -0.6362 -0.17 -0.53 1.92 0.3461
H -1.6993 -0.9997 -2.5719 -2.54 -0.40 -1.14 0.2790
```
Positions in Å, forces in eV/Å.

Results
energy relative to the best compared isomer or geometry (same formula, charge and spin): 100.6 kcal/mol
lowest unoccupied orbital energy (spin up / spin down): -0.36 / -0.37 eV
charge: 0
gap between HOMO and LUMO (spin up / spin down): 7.9897 / 7.9878 eV
HOMO level (spin up / spin down): -8.35 / -8.35 eV

DFT (ωB97M-V with the def2-TZVPD basis set) results for a structure of composition C26H31N3P2STi in a non-equilibrium geometry.

Geometry as XYZ:
```
64
Properties=species:S:1:pos:R:3:forces:R:3:lowdin_spin:R:1
C -1.4218 3.2219 -3.7312 0.07 -0.19 0.10 0.0993
C -1.2000 1.9216 -3.2732 0.41 0.02 0.03 -0.0042
C 0.1191 1.4088 -3.2237 -0.07 0.66 -0.32 0.0764
C 1.1969 2.2048 -3.7297 -1.04 0.31 0.23 0.0197
C 0.9238 3.5191 -4.2026 -0.16 -0.19 0.17 0.0841
C -0.3671 4.0246 -4.1789 0.25 -0.08 -0.07 -0.0095
C 2.4746 1.6393 -3.7274 0.68 0.48 -0.47 0.2920
C 2.6576 0.2636 -3.5730 0.08 -0.91 0.31 0.0173
C 1.5500 -0.5085 -3.0949 0.46 -0.07 -0.45 0.0749
C 1.6334 -1.9206 -3.1218 0.06 0.20 0.20 -0.0059
C 2.8517 -2.5292 -3.4402 -0.20 0.04 0.09 0.1044
C 3.9716 -1.7716 -3.8017 0.11 0.08 -0.05 -0.0122
C 3.8739 -0.3954 -3.9032 -0.28 -0.03 0.14 0.0866
H -2.4418 3.6073 -3.7263 0.23 -0.05 -0.08 0.0065
H 1.7562 4.1149 -4.5834 -0.27 -0.14 0.14 0.0031
H -0.5755 5.0392 -4.5185 0.12 -0.28 0.05 -0.0026
H 3.3139 2.2496 -4.0426 0.00 -0.03 0.01 0.0136
H 2.9121 -3.6198 -3.4138 0.02 0.32 -0.07 0.0068
H 4.9108 -2.2825 -4.0258 -0.31 0.22 0.01 -0.0028
H 4.7116 0.2099 -4.2548 -0.20 -0.21 0.14 0.0033
N 0.4023 0.1660 -2.6606 -1.01 -0.90 0.54 0.0478
Ti -0.0420 -0.1465 -0.6734 -0.22 2.36 -1.04 0.1127
C -2.3605 1.1128 -2.7418 -0.17 0.28 -0.02 -0.0053
H -2.3722 0.0776 -3.1194 0.11 0.28 0.24 -0.0011
H -3.3212 1.5930 -2.9903 0.30 -0.11 -0.13 -0.0002
C 0.4335 -2.7862 -2.7943 0.00 0.10 -0.02 -0.0054
H -0.4343 -2.5549 -3.4382 0.34 -0.03 0.20 -0.0017
H 0.6873 -3.8527 -2.9100 -0.10 0.34 -0.09 0.0000
P -2.2593 1.1207 -0.9169 0.11 -1.34 -1.04 -0.0047
P -0.0764 -2.5445 -1.0494 0.23 -2.03 -0.90 0.0020
C 1.3066 -3.3610 -0.1778 0.08 -0.01 0.30 0.0003
H 1.2075 -3.2145 0.9043 0.05 -0.10 -0.16 0.0000
H 1.2942 -4.4374 -0.4034 0.02 0.30 0.05 -0.0001
H 2.2687 -2.9393 -0.4952 -0.23 -0.03 0.03 0.0005
C -1.4193 -3.7377 -0.8933 -0.39 -0.50 0.30 0.0016
H -1.0309 -4.7537 -1.0619 -0.16 0.29 -0.05 0.0002
H -1.8544 -3.6726 0.1103 0.15 -0.21 -0.43 -0.0001
H -2.1998 -3.5181 -1.6305 0.12 -0.04 0.10 0.0000
C -2.7539 2.8102 -0.4710 0.12 -0.03 0.31 0.0008
H -3.7437 3.0456 -0.8877 0.28 -0.14 0.12 0.0000
H -2.7923 2.8659 0.6236 -0.03 0.13 -0.17 0.0000
H -2.0187 3.5366 -0.8310 -0.08 -0.18 0.03 0.0006
C -3.6764 0.1512 -0.3882 -1.04 -0.06 0.05 -0.0015
H -3.7494 0.1947 0.7070 -0.16 -0.06 -0.23 -0.0002
H -4.5981 0.5747 -0.8163 0.09 -0.14 0.25 -0.0003
H -3.5858 -0.8863 -0.7445 0.02 0.33 0.07 -0.0001
H 1.4244 0.6977 -0.6239 -0.22 0.44 0.66 -0.0013
H -0.7157 1.4479 -0.2838 1.57 0.41 0.57 -0.0026
N -2.3227 -2.1016 1.5502 -0.21 0.89 0.28 0.0000
C -1.1883 -1.5716 2.1135 0.86 0.31 -0.65 0.0003
N -0.2386 -0.8378 1.5144 -1.15 -0.37 0.55 0.0041
C 0.8467 -0.6421 2.4089 -0.27 -0.58 0.35 0.0013
C 2.0531 0.0008 2.1375 0.19 0.06 0.27 0.0007
C 3.0829 -0.0649 3.0844 -0.45 0.07 -0.22 0.0001
C 2.9048 -0.7408 4.2958 -0.30 -0.19 0.10 0.0000
C 1.6848 -1.3604 4.5853 0.12 0.10 0.01 0.0001
C 0.6682 -1.2987 3.6402 0.63 0.10 0.04 0.0002
S -0.8912 -2.0800 3.7359 0.63 0.43 -0.17 0.0001
H -2.9062 -2.5506 2.2555 -0.05 0.17 -0.55 0.0000
H -2.8373 -1.5182 0.8862 0.38 -0.44 0.40 0.0000
H 2.1660 0.5481 1.2040 0.08 -0.17 0.17 0.0003
H 4.0293 0.4280 2.8613 -0.26 -0.15 0.11 0.0000
H 3.7178 -0.7950 5.0195 -0.23 0.03 -0.20 0.0000
H 1.5024 -1.9075 5.5102 0.28 0.22 -0.15 0.0000
```
Positions in Å, forces in eV/Å.

Results
lowest unoccupied orbital energy (spin up / spin down): -3.15 / -3.13 eV
charge: +1
gap between HOMO and LUMO (spin up / spin down): 5.1049 / 7.0765 eV
multiplicity: 2
HOMO level (spin up / spin down): -8.25 / -10.21 eV

DFT (ωB97M-V with the def2-TZVPD basis set) results for the molecule C4H6N4O2 in a non-equilibrium geometry.

Geometry as XYZ:
```
16
Properties=species:S:1:pos:R:3:forces:R:3:mulliken_charge:R:1
C -2.7835 -1.3390 -0.0321 -0.36 0.06 -0.01 -0.6463
O -1.3690 -1.1823 -0.0079 0.09 -0.56 0.31 -0.3974
C -0.8992 0.0451 0.1493 0.23 0.81 0.43 0.7535
N -1.6288 1.1491 0.1604 -0.39 -0.36 -0.60 -0.5948
N -0.7183 2.1137 0.1378 -0.10 0.14 -0.03 0.2176
N 0.5256 1.7319 0.1624 0.61 -0.18 0.96 -0.6098
C 0.4673 0.4029 0.2653 -0.85 -0.07 0.80 0.2758
C 1.6445 -0.4815 0.3350 0.67 -0.19 -5.42 0.4898
N 1.7244 -1.5612 -0.4030 -1.79 -0.88 1.87 -0.7489
H -3.2254 -0.9603 0.8992 0.07 -0.07 -0.25 0.3023
H -3.2099 -0.8017 -0.8898 0.07 -0.10 0.24 0.2972
H -2.9688 -2.4125 -0.1282 0.07 0.28 0.02 0.2240
H -0.9812 3.0921 0.1129 0.13 -0.39 -0.04 0.2486
O 2.8072 0.1216 0.2204 2.33 -1.18 -1.13 -0.5623
H 0.8439 -2.0658 -0.4701 -0.03 -0.10 -0.21 0.2415
H 3.1600 -0.7367 -0.5538 -0.74 2.79 3.06 0.5093
```
Positions in Å, forces in eV/Å.

Results
energy relative to the best compared isomer or geometry (same formula, charge and spin): 118.8 kcal/mol
lowest unoccupied orbital energy: 0.36 eV
charge: 0
SMILES: [H]/N=C(/O)c1n[nH]nc1OC
gap between HOMO and LUMO: 9.5745 eV
HOMO level: -9.21 eV

DFT (ωB97M-V with the def2-TZVPD basis set) results for a structure of composition C30H43IrN9O3Si2.

Geometry as XYZ:
```
88
Properties=species:S:1:pos:R:3:forces:R:3:lowdin_spin:R:1
Ir 0.0160 0.5178 0.1328 0.21 0.23 -0.38 2.9064
O 0.6273 -3.7600 1.8903 0.01 -0.13 -0.05 0.0029
C 1.6350 -4.2049 1.0932 -0.04 -0.02 0.00 0.0000
C 1.9928 -5.5490 1.1785 -0.04 0.04 0.00 0.0001
C 2.9960 -6.0508 0.3727 0.01 0.00 0.01 -0.0001
C 3.6583 -5.2196 -0.5263 0.00 -0.03 0.00 0.0002
C 3.3010 -3.8889 -0.6097 -0.01 0.02 0.01 0.0010
C 2.2875 -3.3562 0.1892 0.09 -0.04 0.00 0.0043
C 1.8952 -1.9258 0.0678 0.16 0.21 -0.36 0.0088
O 1.0255 -1.4647 0.9004 -0.07 0.11 0.18 0.1028
N 2.4353 -1.2449 -0.9089 -0.11 -0.14 0.18 0.0178
N 1.9451 0.0539 -0.9971 -0.11 -0.06 -0.05 0.1210
C 2.4983 0.7346 -1.9431 0.04 -0.02 0.09 0.0131
C 2.2061 2.0867 -2.3144 -0.09 0.02 0.06 0.0146
C 2.8439 2.6099 -3.4523 0.01 0.08 -0.03 -0.0040
C 2.6224 3.8996 -3.8694 0.06 -0.06 -0.03 0.0149
C 1.7545 4.7101 -3.1252 -0.04 0.04 0.03 -0.0008
C 1.1232 4.2328 -2.0037 0.04 -0.03 -0.01 0.0170
C 1.3180 2.8995 -1.5658 0.11 0.02 -0.02 0.0135
O 0.6926 2.4817 -0.5117 -0.07 -0.07 0.07 0.2012
H 0.5707 -2.7845 1.6963 0.14 0.10 0.13 0.0007
H 1.4724 -6.1744 1.8919 0.00 -0.01 0.00 0.0000
H 3.2711 -7.0948 0.4513 0.00 -0.01 0.00 0.0000
H 4.4509 -5.6094 -1.1503 0.00 -0.01 0.00 0.0001
H 3.8028 -3.2227 -1.2972 0.00 0.02 -0.01 0.0004
H 3.2747 0.2218 -2.5126 -0.02 -0.02 0.01 0.0040
H 3.5245 1.9687 -4.0016 0.00 0.00 -0.01 -0.0002
H 3.1147 4.2878 -4.7501 0.01 0.00 0.00 0.0010
H 1.5783 5.7325 -3.4375 0.01 0.00 0.00 -0.0002
H 0.4617 4.8580 -1.4189 -0.02 0.00 0.01 0.0006
C 2.8623 0.9976 2.1472 -0.02 0.04 0.15 0.0028
Si 1.3367 1.2009 3.2090 0.00 -0.01 -0.07 0.0379
C 1.5098 2.8697 4.0624 -0.01 -0.09 -0.06 0.0068
C 1.2681 -0.2218 4.4374 0.02 0.05 -0.12 0.0057
N -0.0911 1.2152 2.1727 -0.01 -0.02 0.24 0.3216
C -1.2747 1.7432 2.5121 0.03 0.03 -0.11 0.1281
C -1.6690 2.0059 3.8497 -0.04 -0.02 0.12 0.0289
C -2.8785 2.5700 4.1522 0.06 -0.03 0.04 0.1068
C -3.7877 2.9060 3.1275 -0.02 0.00 -0.08 0.0596
C -3.4671 2.6627 1.8242 -0.07 0.07 0.04 0.0639
C -2.2189 2.0772 1.4444 -0.04 -0.09 0.01 0.0947
N -1.8742 1.8122 0.1936 -0.05 0.04 -0.11 0.3930
Si -2.7944 2.2804 -1.2327 0.06 -0.04 0.01 0.0424
C -4.4452 1.3803 -1.2600 0.05 0.02 0.00 0.0080
C -3.0085 4.1474 -1.2922 0.04 -0.12 -0.05 0.0079
C -1.8808 1.7874 -2.7908 -0.16 0.10 0.02 -0.0013
H 3.7320 1.1315 2.7983 0.02 -0.01 -0.03 0.0003
H 2.9171 1.7527 1.3610 -0.05 0.02 -0.01 -0.0003
H 2.9357 0.0136 1.6888 -0.02 -0.04 -0.02 -0.0002
H 2.4206 2.8832 4.6657 0.02 -0.02 0.00 0.0008
H 0.6769 3.1500 4.7052 0.01 -0.01 0.01 0.0003
H 1.6103 3.6417 3.2958 0.00 0.01 -0.01 0.0000
H 2.1563 -0.2209 5.0733 0.01 0.02 0.02 0.0007
H 1.2598 -1.1664 3.8874 -0.01 0.00 -0.01 0.0001
H 0.3914 -0.2047 5.0860 -0.03 0.05 0.01 0.0000
H -0.9949 1.7347 4.6513 -0.02 -0.02 -0.02 -0.0014
H -3.1453 2.7489 5.1858 0.01 0.00 0.01 0.0058
H -4.7463 3.3411 3.3787 0.00 0.01 -0.01 0.0020
H -4.1822 2.9005 1.0488 0.03 0.03 0.02 0.0013
H -5.1064 1.6382 -0.4325 0.00 0.00 -0.01 0.0003
H -4.2642 0.3036 -1.2156 0.01 -0.01 0.00 -0.0001
H -4.9751 1.5931 -2.1915 0.00 0.00 -0.02 0.0009
H -3.4172 4.5927 -0.3863 -0.01 -0.05 0.05 0.0005
H -3.6596 4.4192 -2.1271 -0.01 0.00 -0.01 0.0008
H -2.0330 4.6020 -1.4762 0.02 0.02 0.01 0.0001
H -1.9535 0.7197 -2.9937 -0.02 -0.02 0.05 -0.0001
H -0.8337 2.0828 -2.7678 0.10 0.00 0.01 -0.0001
H -2.3496 2.3152 -3.6273 0.02 -0.01 -0.01 -0.0003
C 0.6117 -2.6914 -3.4657 0.04 -0.01 0.01 0.0014
N -0.2754 -3.1626 -2.4188 -0.06 0.13 0.00 0.0122
C -1.1470 -4.2560 -2.8245 -0.01 -0.06 0.02 0.0006
C -0.7097 -2.2317 -1.4961 0.11 -0.05 -0.07 0.0120
N -0.5927 -0.9616 -1.6139 -0.09 0.05 0.03 0.0796
N -1.2357 -2.8130 -0.3575 -0.08 -0.09 -0.07 0.0019
C -1.7752 -2.1735 0.7379 -0.05 0.08 0.10 0.0268
N -2.2353 -3.0585 1.6960 0.02 0.00 -0.02 0.0099
N -1.8565 -0.8987 0.7967 -0.03 -0.16 0.13 0.0896
H 1.0857 -3.5588 -3.9238 -0.01 0.00 0.00 0.0001
H 1.3932 -2.0717 -3.0254 0.00 0.00 -0.02 0.0006
H 0.0811 -2.1385 -4.2526 0.00 0.00 0.01 0.0004
H -0.5630 -5.1665 -2.9651 -0.01 0.01 0.00 0.0004
H -1.6521 -4.0164 -3.7671 0.00 -0.01 0.01 0.0003
H -1.9131 -4.4434 -2.0763 0.01 -0.01 -0.01 0.0001
H -0.2605 -0.6895 -2.5313 0.02 0.01 0.02 0.0018
H -1.0159 -3.7885 -0.2393 0.00 0.00 0.02 0.0000
H -1.6145 -3.8430 1.8587 -0.01 -0.02 -0.01 0.0020
H -2.4813 -2.6084 2.5644 0.00 0.02 0.01 0.0002
H -2.2652 -0.5796 1.6701 -0.03 0.01 -0.03 0.0013
```
Positions in Å, forces in eV/Å.

Results
lowest unoccupied orbital energy (spin up / spin down): 0.34 / -1.20 eV
charge: 0
gap between HOMO and LUMO (spin up / spin down): 7.0658 / 6.1594 eV
multiplicity: 6
HOMO level (spin up / spin down): -6.73 / -7.36 eV

DFT (ωB97M-V with the def2-TZVPD basis set) results for a cluster of 2 separate species, C4H13N3O in total in a non-equilibrium geometry.

Geometry as XYZ:
```
21
Properties=species:S:1:pos:R:3:forces:R:3:mulliken_charge:R:1
C 0.2932 1.6523 -0.7732 0.17 -4.48 3.62 0.2786
C 0.0439 -2.2017 1.8501 -3.72 0.72 1.86 -0.8736
C -0.2931 -1.7702 -0.5502 -3.25 -1.34 -1.70 -0.7498
C -0.0514 0.0295 1.0056 -1.78 4.06 -0.92 -0.9656
N 1.1506 1.4211 -1.6635 4.17 0.99 -3.47 -0.3156
N -0.6622 2.4496 -0.6924 -1.24 2.93 -1.50 0.0855
N 0.3016 -1.3136 0.6655 1.76 0.63 1.64 0.1060
O -0.5312 3.6502 -1.5067 0.86 -1.36 1.18 -0.3885
H -1.1004 -2.3791 2.0020 1.83 0.77 -0.65 0.4139
H 0.3893 -3.1664 1.7055 1.31 -1.69 -0.67 0.4146
H 0.3818 -1.7931 2.8101 0.36 0.18 -0.58 0.3383
H -1.2217 -1.1501 -0.7563 0.93 -1.14 0.34 0.3162
H 0.3248 -1.6681 -1.3927 1.19 0.57 -0.91 0.3874
H -0.5127 -2.8691 -0.5343 -0.08 1.08 0.38 0.3561
H 0.5201 0.5452 1.8035 -0.16 -0.70 -0.61 0.4358
H -1.1753 0.2029 1.0637 1.57 -0.45 -0.08 0.4761
H 2.1463 1.1332 -1.5076 -1.51 -0.28 0.48 0.3349
H 1.2244 2.0692 -2.4912 -0.72 -0.53 0.78 0.3137
H -1.1845 2.3140 0.1420 -1.34 1.30 0.54 0.2883
H 1.3126 -1.2540 0.5713 0.42 -0.58 -0.15 0.3665
H -1.3561 4.0983 -1.7511 -0.78 -0.67 0.42 0.3813
```
Positions in Å, forces in eV/Å.

Results
energy relative to the best compared isomer or geometry (same formula, charge and spin): 134.9 kcal/mol
lowest unoccupied orbital energy (spin up / spin down): -9.69 / -9.69 eV
charge: +2
gap between HOMO and LUMO (spin up / spin down): 8.9620 / 8.9606 eV
HOMO level (spin up / spin down): -18.65 / -18.65 eV